C24H32FeN3 as an isolated structure at a distorted geometry, computed with the ωB97M-V functional and the def2-TZVPD basis.

Positions of all 60 atoms, in Å:
C -0.948585 -1.524867 3.732016
N -2.183153 -1.661721 2.977141
C -3.338134 -2.015884 3.803966
C -2.374070 -0.852037 1.858541
N -1.461783 0.050933 1.604539
C -1.725889 1.365156 1.040608
C -0.803729 2.449096 1.589057
C 0.564171 2.484843 1.287499
C 1.386090 3.468925 1.866595
C 0.873609 4.332213 2.852496
C -0.515767 4.380382 3.048562
C -1.346341 3.459592 2.398715
N -3.490702 -1.203686 1.125610
C -3.973114 -2.589176 1.116761
C -3.974124 -0.396805 0.023039
H -0.236034 -0.974026 3.107657
H -1.111402 -0.976824 4.674515
H -0.561053 -2.522257 3.974158
H -4.261036 -1.702992 3.313743
H -3.356948 -3.098305 3.969776
H -3.283678 -1.527320 4.785055
H -1.572122 1.300210 -0.049653
H -2.751345 1.749913 1.212080
H 0.989560 1.736680 0.615932
H 2.428527 3.546472 1.557510
H 1.549056 4.953583 3.451875
H -0.958094 5.126321 3.711680
H -2.431184 3.494974 2.529736
H -3.372343 -3.236225 1.761830
H -5.012998 -2.635054 1.473840
H -3.950354 -2.999485 0.097185
H -4.437374 0.536526 0.391760
H -3.157756 -0.139910 -0.673860
H -4.746809 -0.992497 -0.486835
C 1.444121 -1.497522 0.142540
C 2.721522 -0.992325 -0.388486
C 2.837851 -0.006438 -1.378399
C 4.074138 0.299668 -2.144643
C 3.787886 1.348139 -3.091736
C 2.367345 1.670714 -2.997382
C 1.770514 0.822881 -1.995178
Fe 2.650107 -0.238389 -3.373661
C 1.648847 -1.927042 -3.570647
C 3.057530 -2.110968 -3.883632
C 3.401592 -1.186240 -4.948386
C 2.212009 -0.432135 -5.294358
C 1.128449 -0.887488 -4.443572
H 1.638454 -2.421700 0.709324
H 0.914779 -0.802917 0.818646
H 0.739847 -1.766555 -0.663218
H 3.655649 -1.379830 0.031901
H 5.025698 -0.177704 -1.927671
H 4.519859 1.836052 -3.736964
H 1.858238 2.450222 -3.565369
H 0.738459 0.812985 -1.660082
H 1.071504 -2.520651 -2.870839
H 3.705070 -2.865477 -3.453693
H 4.358979 -1.135352 -5.457633
H 2.124009 0.285358 -6.105084
H 0.092455 -0.564036 -4.494903

Cartesian forces, eV/Å:
0.1330 0.0147 -0.2566
-0.1329 -0.3692 0.4882
0.2939 0.0045 -0.2700
1.4894 1.1266 -0.3252
-1.7657 -0.1287 1.2945
0.1467 -0.0373 -1.2191
0.0433 0.0916 0.2542
-0.0080 0.3844 0.3145
-0.4013 -0.3116 0.3190
-0.3247 -0.1416 -0.5195
0.2034 -0.2597 -0.0287
0.4076 -0.1561 -0.0695
-0.2725 -0.4327 0.2694
-0.1336 -0.0081 -0.0086
0.0332 0.3108 -0.0363
-0.1227 -0.2299 0.3215
0.0331 -0.0131 -0.2380
-0.0038 0.1511 0.0068
0.1065 -0.0972 0.2316
-0.1844 0.0362 0.0953
0.0896 0.0482 -0.1287
-0.0657 0.4213 0.0828
0.3051 -0.4547 -0.0525
-0.0345 0.2771 0.0505
-0.1807 -0.2213 0.2560
-0.3260 -0.0143 -0.4708
0.1734 -0.2368 -0.0839
0.3084 0.0148 0.1104
-0.0634 0.2648 -0.3360
0.1281 -0.0685 -0.1101
0.0945 0.1680 0.1632
0.1605 -0.3843 -0.2944
-0.4084 -0.1509 0.1375
0.3297 0.4026 0.0185
-0.4127 -0.4766 0.3616
0.7779 0.1163 -0.1157
0.4562 1.4804 0.3705
0.2529 1.2184 1.8038
0.2293 1.6350 1.1043
0.8392 1.7999 0.8445
0.3510 0.9544 1.8510
0.4270 -0.6160 0.5851
-0.3769 -1.1962 -1.5678
-0.6389 -1.1132 -1.3885
-0.6341 -1.3227 -1.2519
-0.5910 -1.3536 -1.4857
-0.4116 -1.6803 -1.4398
-0.2000 0.2017 -0.0143
0.0360 -0.1086 -0.1665
0.0468 0.1790 0.1289
-0.3162 -0.0123 -0.1951
-0.1649 0.1659 -0.1916
-0.3622 -0.2028 0.1559
0.1776 -0.3650 0.1460
0.1453 0.0632 -0.1779
0.1520 0.2440 -0.0004
-0.0446 0.2560 0.0421
-0.1704 0.1534 0.2293
0.0703 -0.0726 0.2907
0.3108 0.0516 0.1151

Calculated values
Total charge: -1
2S+1: 5
LUMO level (alpha / beta): 2.35 / 2.34 eV
HOMO level (alpha / beta): -0.479 / -2.492 eV
Calculated total energy: -2361.43316 hartree
Gap between HOMO and LUMO (alpha / beta): 0.104 / 0.177 hartree